Entry from OMol25: the molecule C13H11ClN2O2S (the ωB97M-V functional and the def2-TZVPD basis).

Values from the calculation:
- Total energy: -44093.5217 eV
- HOMO energy: -8.8 eV
- M: 294.76 g/mol
- LUMO energy: 0.0 eV
- Energy above the lowest of the compared OMol25 structures with the same formula, charge and spin: 0.000 eV
- HOMO-LUMO gap: 8.8366 eV

Structure (ORCA input):
```
! wB97M-V def2-TZVPD RIJCOSX def2/J DEFGRID3
* xyz 0 1
C 3.753 -0.344 -1.912
C 2.660 -0.309 -0.908
N 1.801 -1.313 -0.938
C 0.810 -1.323 -0.058
N 0.590 -0.411 0.886
C 1.434 0.597 0.925
C 2.510 0.724 0.045
C 3.426 1.872 0.128
O 4.388 2.060 -0.576
O 3.086 2.736 1.102
H 3.718 3.472 1.114
H 1.252 1.338 1.692
S -0.268 -2.675 -0.165
C -1.522 -2.218 1.099
C -2.381 -1.091 0.626
C -3.199 -1.257 -0.487
C -3.987 -0.220 -0.946
C -3.955 0.999 -0.287
C -3.144 1.185 0.821
C -2.359 0.138 1.271
H -1.720 0.280 2.128
H -3.127 2.139 1.323
Cl -4.938 2.303 -0.855
H -4.620 -0.351 -1.809
H -3.209 -2.207 -1.001
H -0.984 -1.963 2.009
H -2.100 -3.132 1.241
H 4.719 -0.345 -1.412
H 3.647 -1.233 -2.527
H 3.720 0.550 -2.531
*
```

These are the Mulliken partial charges, in e, on atoms 1 to 4: number 1, C, carries -1.139; number 2, C, carries 0.880; number 3, N, carries -0.503; number 4, C, carries 0.112